# C3HBr2F3O

A structure of composition C3HBr2F3O at a distorted geometry (the ωB97M-V functional and the def2-TZVPD basis, the OMol25 dataset).

Geometry as XYZ:
```
10
Properties=species:S:1:pos:R:3:mulliken_charge:R:1
C -0.077 -0.874 1.364 0.23
C -0.640 -1.004 0.043 -0.20
C 0.562 1.309 -0.850 0.58
O -0.624 -0.275 2.255 -0.45
F 1.770 1.258 -0.310 -0.19
F -0.151 2.308 -0.380 -0.16
F 0.618 1.287 -2.166 -0.18
Br 0.050 -2.201 -1.206 0.01
Br -2.405 -0.420 -0.224 0.02
H 0.897 -1.388 1.474 0.33
```

Properties
calculated total energy	-5637.661641	a.u.
ΔE to the lowest compared entry with this formula, charge and spin	215.1	kJ/mol
largest force on an atom	1.34	eV/Å
HOMO level (spin up / spin down)	-9.22 / -9.88	eV